{
  "formula": "C15H32N3O3P2",
  "method": "wB97M-V/def2-TZVPD",
  "elements": ["C", "C", "C", "C", "C", "P", "C", "C", "C", "N", "P", "C", "O", "H", "H", "H", "H", "H", "H", "H", "H", "H", "H", "H", "H", "H", "H", "H", "H", "H", "H", "C", "O", "N", "C", "C", "H", "H", "H", "H", "H", "H", "H", "C", "O", "N", "C", "C", "H", "H", "H", "H", "H", "H", "H"],
  "coordinates": [[3.745, -3.149, -2.731], [2.958, -2.256, -2.588], [1.962, -1.204, -2.277], [1.517, -1.363, -0.765], [1.791, -0.100, 0.082], [3.237, -0.268, 1.324], [1.970, -0.206, 2.814], [1.228, -0.201, 3.762], [4.657, -0.549, 2.608], [6.000, -0.244, 2.054], [3.360, 1.993, 1.504], [4.961, 2.610, 0.783], [3.471, 2.455, 3.140], [4.353, -3.995, -2.523], [2.409, -0.221, -2.430], [1.067, -1.342, -2.891], [0.444, -1.577, -0.759], [2.006, -2.274, -0.399], [2.022, 0.719, -0.619], [0.869, 0.179, 0.604], [4.207, -0.298, 0.223], [3.043, -1.706, 1.320], [0.747, -0.306, 4.705], [4.641, -1.632, 2.856], [4.489, -0.020, 3.555], [6.144, -0.721, 1.170], [6.671, -0.663, 2.693], [5.099, 2.318, -0.263], [4.921, 3.710, 0.823], [5.862, 2.312, 1.341], [4.402, 2.381, 3.388], [-2.117, -2.034, 1.568], [-0.924, -2.080, 1.381], [-3.017, -1.547, 0.681], [-4.441, -1.509, 0.954], [-2.530, -1.043, -0.589], [-2.581, -2.391, 2.506], [-4.971, -2.098, 0.202], [-4.790, -0.477, 0.913], [-4.653, -1.918, 1.941], [-2.005, -1.839, -1.122], [-1.827, -0.226, -0.414], [-3.363, -0.687, -1.192], [-5.853, 0.539, -2.033], [-6.494, 0.228, -1.049], [-5.603, 1.804, -2.426], [-4.826, 2.102, -3.613], [-6.130, 2.899, -1.631], [-5.407, -0.217, -2.703], [-3.946, 2.687, -3.336], [-5.435, 2.678, -4.313], [-4.502, 1.183, -4.098], [-5.738, 2.836, -0.615], [-7.218, 2.827, -1.585], [-5.846, 3.851, -2.072]],
  "forces_ev_per_a": [[0.1, -0.4, 0.4], [-0.7, 0.7, -0.1], [0.2, -0.8, 0.7], [0.1, 0.4, -0.6], [-0.2, 0.0, -0.7], [0.0, -1.0, 1.0], [0.6, 0.2, -0.6], [-0.1, -0.3, 0.8], [0.3, -0.9, -0.2], [0.1, 0.2, 0.6], [-1.2, 1.2, -0.5], [0.4, 0.4, 0.6], [0.8, -0.1, -0.7], [0.2, 0.0, -0.4], [-0.2, -0.1, -0.2], [0.3, 0.2, -0.3], [0.2, 0.0, 0.1], [0.0, 0.3, 0.4], [-0.1, 0.0, 0.3], [0.3, 0.0, 0.1], [0.2, 0.0, -0.2], [0.0, -0.1, -0.3], [-0.2, 0.1, -0.1], [-0.5, 0.3, 0.0], [0.1, 0.2, -0.3], [-0.3, 0.0, 0.0], [0.2, 0.2, -0.1], [-0.2, -0.1, 0.2], [-0.1, -0.2, -0.1], [-0.2, -0.2, -0.1], [-0.1, -0.1, 0.3], [0.1, 0.0, 0.1], [0.0, -0.1, -0.1], [-0.2, -0.1, 0.2], [0.3, 0.1, -0.2], [0.2, -0.1, 0.2], [-0.1, 0.0, 0.0], [-0.2, 0.1, 0.1], [-0.2, -0.1, 0.0], [0.1, 0.0, 0.0], [0.0, 0.1, -0.1], [0.0, 0.0, -0.1], [-0.1, 0.0, 0.1], [0.0, -0.1, 0.0], [-0.1, 0.1, 0.0], [0.1, -0.1, -0.2], [-0.1, 0.2, 0.2], [-0.1, -0.2, 0.1], [0.0, 0.0, 0.0], [0.0, 0.0, -0.1], [0.1, 0.0, -0.1], [0.0, 0.0, 0.1], [-0.1, 0.1, 0.0], [0.0, 0.1, 0.1], [0.0, -0.1, 0.0]],
  "homo_energy_ev": -2.71,
  "mol_weight_g_mol": 364.4,
  "homo_lumo_gap_ha": 0.1754,
  "lumo_energy_ha": 0.0758,
  "charge": -1
}

***

{
  "formula": "C15H32N3O8",
  "method": "wB97M-V/def2-TZVPD",
  "elements": ["C", "C", "O", "C", "C", "O", "C", "O", "C", "C", "C", "C", "N", "O", "C", "C", "C", "C", "H", "H", "H", "H", "H", "H", "H", "H", "H", "H", "H", "H", "H", "H", "H", "H", "H", "H", "H", "H", "H", "H", "H", "H", "H", "H", "C", "N", "O", "O", "H", "H", "H", "C", "N", "O", "O", "H", "H", "H"],
  "coordinates": [[-4.597, -6.108, -1.722], [-5.218, -4.732, -1.931], [-4.296, -3.697, -2.178], [-3.298, -3.590, -1.197], [-2.581, -2.245, -1.327], [-2.633, -1.478, -0.133], [-1.443, -1.478, 0.632], [-1.037, -2.814, 0.884], [-0.321, -0.714, -0.045], [0.924, -0.544, 0.841], [2.031, -1.436, 0.237], [1.434, 0.912, 0.779], [0.710, -1.039, 2.216], [1.731, -0.898, 2.976], [-0.554, -0.645, 2.871], [-0.518, 0.751, 3.484], [-0.747, -1.629, 4.047], [-1.775, -0.773, 1.941], [-3.732, -6.233, -2.367], [-4.245, -6.263, -0.707], [-5.310, -6.894, -1.941], [-5.851, -4.500, -1.068], [-5.889, -4.796, -2.781], [-3.687, -3.665, -0.176], [-2.550, -4.378, -1.294], [-3.106, -1.687, -2.099], [-1.572, -2.421, -1.681], [-1.758, -3.211, 1.404], [-0.074, -1.142, -1.008], [-0.748, 0.260, -0.259], [1.660, -2.458, 0.255], [2.937, -1.340, 0.820], [2.170, -1.165, -0.804], [1.942, 1.224, 1.683], [2.171, 0.957, -0.011], [0.671, 1.625, 0.498], [0.284, 0.843, 4.204], [-1.445, 0.862, 4.042], [-0.499, 1.538, 2.736], [-1.786, -1.670, 4.347], [-0.492, -2.626, 3.692], [-0.098, -1.389, 4.879], [-2.116, 0.220, 1.666], [-2.603, -1.302, 2.403], [3.815, 5.229, -0.085], [3.294, 3.845, 0.080], [4.071, 2.988, 0.453], [2.118, 3.668, -0.174], [4.866, 5.230, 0.178], [3.666, 5.511, -1.127], [3.244, 5.873, 0.577], [5.170, 7.184, -4.533], [4.086, 6.897, -3.554], [3.925, 5.739, -3.208], [3.431, 7.840, -3.163], [5.661, 6.252, -4.785], [4.708, 7.635, -5.405], [5.859, 7.877, -4.059]],
  "forces_ev_per_a": [[0.4, 0.1, 0.1], [-0.3, -0.6, 0.2], [-0.1, 0.0, -0.1], [0.7, 0.1, 0.4], [-0.6, -0.1, -0.4], [0.3, 0.1, 0.0], [-0.1, -0.2, 0.3], [-0.3, -0.1, 0.0], [-0.5, 0.1, 0.5], [1.0, -0.4, -1.3], [-0.8, -0.2, 0.4], [0.0, -0.4, 0.0], [0.0, 1.9, 0.1], [-0.1, -0.6, -0.1], [-0.9, -0.9, 1.3], [-0.3, 0.0, -0.2], [0.3, -0.4, -0.6], [0.5, 0.1, -0.9], [0.0, -0.1, -0.3], [0.0, 0.1, 0.2], [-0.2, -0.1, -0.1], [0.1, 0.2, 0.2], [0.1, 0.3, -0.3], [-0.4, 0.0, 0.0], [-0.1, -0.3, -0.1], [-0.1, 0.2, 0.0], [0.3, 0.1, 0.2], [0.4, 0.0, -0.2], [0.2, -0.3, -0.1], [-0.1, 0.2, 0.0], [0.2, -0.3, 0.1], [0.2, -0.1, -0.1], [0.3, 0.2, -0.1], [0.0, 0.0, 0.2], [0.2, 0.1, -0.2], [-0.3, 0.2, 0.2], [0.4, 0.1, -0.1], [-0.2, 0.1, 0.0], [0.2, 0.1, -0.1], [-0.2, 0.3, 0.3], [0.1, -0.2, 0.1], [0.1, 0.0, 0.2], [-0.2, 0.1, 0.0], [-0.1, 0.0, 0.2], [0.1, 0.1, 0.0], [0.0, 0.0, 0.0], [-0.1, 0.1, -0.1], [0.3, 0.1, 0.0], [0.0, -0.1, 0.0], [-0.1, 0.0, 0.2], [-0.1, 0.0, -0.1], [0.1, -0.1, -0.1], [-0.1, -0.1, 0.0], [0.1, 0.2, -0.2], [0.1, -0.1, 0.0], [0.0, 0.0, 0.0], [0.0, 0.1, 0.0], [-0.1, 0.1, 0.0]],
  "spin_multiplicity": 2,
  "homo_energy_ev": [-7.98, -9.16],
  "mol_weight_g_mol": 382.4,
  "s2": 0.75,
  "homo_lumo_gap_ha": [0.2845, 0.3279],
  "lumo_energy_ha": [-0.0086, -0.0086]
}

***

{
  "formula": "C15H32N8O6Y",
  "method": "wB97M-V/def2-TZVPD",
  "elements": ["O", "H", "Y", "N", "N", "N", "N", "O", "O", "O", "O", "C", "C", "C", "C", "C", "H", "H", "H", "C", "H", "H", "H", "C", "C", "H", "H", "H", "H", "H", "H", "H", "H", "C", "H", "H", "H", "O", "H", "H", "C", "N", "C", "N", "C", "N", "C", "N", "C", "C", "H", "H", "H", "H", "H", "H", "H", "H", "H", "H", "H", "H"],
  "coordinates": [[2.889, -1.624, -1.538], [2.908, -2.082, -2.370], [1.022, -1.026, -0.418], [-1.303, -1.859, 0.370], [-0.224, -2.415, -2.170], [0.863, -0.151, 1.942], [3.026, 0.065, 0.521], [-1.746, -1.904, 1.602], [-0.304, -0.116, 2.707], [4.183, -0.260, -0.196], [-0.078, -1.292, -2.758], [-1.602, -2.649, -1.859], [-2.095, -2.481, -0.559], [1.927, 0.323, 2.593], [3.143, 0.405, 1.828], [-3.499, -2.890, -0.270], [-4.202, -2.268, -0.859], [-3.700, -2.778, 0.805], [-3.617, -3.949, -0.566], [-2.407, -2.935, -3.080], [-1.731, -2.804, -3.925], [-3.249, -2.237, -3.141], [-2.741, -3.973, -3.013], [1.886, 0.794, 4.023], [4.442, 0.886, 2.433], [0.882, 0.694, 4.455], [2.199, 1.854, 4.110], [2.588, 0.207, 4.644], [5.174, 0.824, 1.637], [4.726, 0.244, 3.261], [4.325, 1.912, 2.772], [-0.914, -0.819, 2.269], [3.664, -0.999, -0.864], [1.726, -2.685, 0.698], [0.739, -3.264, 0.422], [1.544, -2.644, 1.863], [2.629, -3.293, 0.209], [-1.300, -4.620, 2.184], [-1.332, -4.878, 3.124], [-1.480, -3.601, 2.212], [-1.603, 1.449, -0.301], [-0.205, 1.379, -0.822], [0.553, 2.516, -0.210], [-0.065, 3.829, -0.506], [-1.455, 3.842, -0.003], [-2.248, 2.747, -0.601], [-2.268, 2.965, -2.064], [-0.898, 2.937, -2.621], [-0.268, 1.635, -2.283], [-0.124, 4.021, -1.975], [-1.587, 1.315, 0.787], [-2.193, 0.652, -0.770], [1.578, 2.509, -0.606], [0.573, 2.370, 0.880], [-1.921, 4.803, -0.273], [-1.447, 3.723, 1.096], [-2.869, 2.173, -2.540], [-2.714, 3.947, -2.269], [0.758, 1.643, -2.688], [-0.848, 0.833, -2.763], [-0.613, 4.980, -2.186], [0.900, 4.020, -2.379]],
  "forces_ev_per_a": [[-2.4, -0.2, -0.4], [0.6, -0.1, -0.4], [0.7, 2.2, -1.2], [-1.0, -0.9, 2.8], [-0.1, 2.6, -0.3], [1.3, 1.0, 1.7], [1.6, -0.6, 2.6], [0.9, 0.4, -4.3], [-0.2, -0.7, -0.8], [-1.6, 1.2, 1.8], [-0.2, -2.6, 1.1], [0.0, 1.1, 0.7], [-0.1, -0.4, -1.2], [-3.0, -0.2, -0.7], [1.1, -0.2, -3.8], [-0.4, -0.3, 0.1], [0.3, -0.3, 0.4], [-0.1, -0.1, -0.5], [-0.2, 0.5, 0.3], [0.5, -0.2, 0.5], [-0.4, -0.2, -0.2], [0.0, -0.3, 0.0], [-0.3, 0.0, -0.3], [0.0, 0.0, 0.3], [-0.8, -0.7, -0.7], [0.4, 0.0, -0.3], [-0.1, -0.5, -0.2], [-0.2, 0.2, -0.4], [0.3, 0.1, 0.1], [0.2, 0.1, 0.2], [0.1, 0.1, 0.1], [1.1, 1.2, 0.9], [1.5, 0.6, -0.4], [0.3, -4.0, 2.7], [1.0, 0.7, -0.3], [1.2, -0.4, -2.1], [-1.9, 1.4, 1.8], [-0.5, 2.6, 0.6], [0.0, 0.1, -0.6], [0.4, -2.9, 0.1], [-0.2, 0.9, -0.1], [0.0, 0.1, 0.2], [-0.3, 0.6, 0.0], [-0.1, -0.4, -0.2], [0.3, -0.4, 0.2], [0.2, -0.3, -0.1], [0.4, -0.4, 0.2], [0.1, -0.4, 0.4], [-0.3, 0.8, -0.5], [0.1, -0.5, 0.3], [0.0, -0.1, -0.2], [0.0, 0.1, 0.1], [-0.2, 0.0, 0.1], [0.0, 0.0, -0.3], [0.2, -0.3, 0.2], [0.0, 0.1, -0.5], [0.2, 0.3, 0.1], [0.1, -0.3, 0.0], [-0.3, -0.1, 0.1], [0.2, 0.3, 0.1], [0.2, -0.2, 0.0], [-0.3, 0.1, 0.1]],
  "homo_energy_ev": [-11.32, -11.31],
  "mol_weight_g_mol": 509.4,
  "homo_lumo_gap_ha": [0.1638, 0.1630],
  "lumo_energy_ha": [-0.2521, -0.2526],
  "charge": 1
}